(1)
Here is a cluster of 2 separate species, C34H36F3N3S in total in a non-equilibrium geometry from the Open Molecules 2025 dataset. Energies are from the ωB97M-V functional and the def2-TZVPD basis.

```
77
Properties=species:S:1:pos:R:3:mulliken_charge:R:1
S -0.94 0.96 -2.57 -0.342
F 0.01 5.97 -5.40 -0.272
F -0.67 6.05 -3.31 -0.266
F 1.41 6.55 -3.81 -0.281
N 0.12 6.11 2.18 0.106
N 3.28 -3.46 -2.91 0.226
N -3.94 -5.29 3.60 0.205
C -3.57 -3.22 2.35 -0.443
C 1.88 -1.76 0.06 -0.287
C 0.77 4.26 -3.92 0.431
C 0.03 6.52 3.57 -1.179
C 0.16 4.80 1.81 1.231
C -2.71 -2.30 1.79 -0.670
C -3.96 -5.36 5.05 -0.982
C 0.13 2.00 -3.30 -0.052
C 2.79 -2.29 -0.83 -0.575
C 0.81 3.09 0.21 -0.691
C -0.06 7.18 1.21 -0.830
C -0.38 3.79 2.64 -0.571
C 2.46 2.54 -3.82 -0.466
C 0.11 -3.00 -1.05 -0.535
C -1.35 -2.61 1.60 -0.205
C -0.23 3.33 -3.65 -0.680
C 0.11 0.72 0.53 0.026
C -0.44 2.48 2.20 -0.898
C -4.45 -6.48 2.95 -0.965
C -0.59 -0.28 1.20 -1.020
C 2.35 -3.04 -1.94 -0.062
C 3.26 -2.88 -4.24 -0.811
C 0.74 4.42 0.56 -0.937
C 1.49 1.61 -3.51 -0.621
C 0.98 -3.36 -2.06 -0.651
C 0.53 -2.15 -0.01 0.506
C 0.39 5.70 -4.11 0.813
C -0.46 -1.66 0.94 0.343
C 3.82 -4.81 -2.87 -0.963
C -3.07 -4.42 2.92 0.049
C 0.16 2.08 0.98 0.398
C -0.87 -3.87 2.07 -0.594
C -1.69 -4.71 2.80 -0.408
C 2.11 3.88 -4.02 -0.643
H 0.16 6.84 0.19 0.227
H -4.99 -5.57 5.37 0.326
H -0.81 4.04 3.61 0.410
H -3.85 -7.37 3.21 0.322
H 4.81 -4.78 -3.32 0.332
H 3.19 -5.50 -3.45 0.320
H -0.96 1.74 2.80 0.303
H -3.31 -6.17 5.41 0.334
H 0.17 -4.14 1.89 0.430
H 1.36 2.79 -0.69 0.361
H 0.49 7.51 3.66 0.337
H -5.48 -6.66 3.30 0.327
H -1.32 0.01 1.95 0.450
H 2.97 -1.82 -4.21 0.146
H 1.74 0.56 -3.35 0.509
H 4.28 -2.97 -4.65 0.336
H 0.61 0.48 -0.41 0.753
H 3.86 -2.10 -0.72 0.397
H -1.01 6.59 3.91 0.363
H 1.17 5.18 -0.09 0.382
H -1.29 -5.60 3.29 0.392
H 2.57 -3.43 -4.91 0.325
H -3.64 -4.41 5.49 0.287
H -1.10 7.55 1.22 0.302
H -1.26 3.64 -3.63 0.416
H 0.63 -3.92 -2.93 0.428
H 2.20 -1.08 0.85 0.558
H -0.94 -3.32 -1.08 0.486
H 0.57 5.81 4.21 0.392
H 3.51 2.24 -3.90 0.372
H -3.09 -1.35 1.42 0.525
H 3.89 -5.16 -1.83 0.296
H 2.86 4.64 -4.25 0.413
H 0.59 8.01 1.47 0.300
H -4.46 -6.36 1.86 0.289
H -4.65 -3.03 2.41 0.419
```

Summary:
spin multiplicity: 1
HOMO: -5.9297 eV
energy above the lowest of the compared OMol25 structures with the same formula, charge and spin: 41.0 kcal/mol
orbital gap: 0.1451 Ha
net charge: 0
largest force on an atom: 2.28 eV/A

---

(2)
Here is a structure of composition C34H36GeNNiSSi from the Open Molecules 2025 dataset. Energies are from the ωB97M-V functional and the def2-TZVPD basis.

```
75
Properties=species:S:1:pos:R:3:lowdin_spin:R:1
Ge 0.18 2.59 -0.52 0.103
Ni -0.90 -0.64 0.29 1.161
S 1.19 -2.02 0.51 0.032
Si 2.08 -5.10 -0.74 0.002
N -1.15 -2.52 -0.41 0.016
C -4.28 -0.15 1.66 -0.013
C -2.16 -3.24 -0.88 0.000
C -0.82 6.40 -3.25 0.000
C -0.47 4.04 -2.98 0.001
C -1.34 4.07 3.16 0.001
C 2.47 -5.61 1.03 0.001
C 0.89 3.32 3.63 0.001
C -1.94 0.21 2.16 0.006
C -0.75 5.13 -3.79 0.000
C 4.83 1.78 -1.29 0.000
C -3.22 0.70 1.82 0.007
C 2.57 0.98 -1.07 0.007
C 4.38 3.08 -1.07 0.001
C -0.86 1.02 -0.77 0.599
C 2.09 -6.64 -1.83 0.000
C 3.46 -3.99 -1.38 0.001
C -2.00 -4.54 -1.32 0.001
C -1.16 3.74 1.82 0.005
C 3.92 0.74 -1.29 0.001
C -5.28 -2.46 1.60 -0.001
C -2.88 -2.02 2.19 -0.006
C -4.11 -1.54 1.83 -0.007
C 2.11 2.28 -0.84 0.017
C -1.78 -1.16 2.37 -0.012
C -0.71 -5.07 -1.29 -0.004
C 0.09 -3.05 -0.31 -0.002
C -0.31 3.86 4.07 0.001
C 0.04 3.19 1.36 0.017
C -0.32 5.47 -1.08 0.000
C 3.03 3.32 -0.85 0.002
C -0.60 6.57 -1.89 0.000
C 0.37 -4.35 -0.81 0.001
C 1.06 2.99 2.29 0.002
C -0.25 4.18 -1.61 -0.001
H 1.72 -6.31 1.41 0.000
H -1.62 1.17 -1.55 0.053
H 4.37 -4.59 -1.46 0.000
H -1.15 0.91 2.41 -0.001
H 3.23 -3.59 -2.37 0.000
H -5.46 -2.61 0.53 0.000
H 1.70 3.14 4.33 0.000
H -0.91 4.98 -4.86 0.000
H 3.45 -6.08 1.12 0.000
H 5.08 3.91 -1.07 0.000
H -3.34 1.77 1.68 0.001
H 3.63 -3.15 -0.72 0.001
H -5.25 0.24 1.39 -0.001
H -3.12 -2.74 -0.89 0.000
H 5.88 1.59 -1.46 0.000
H 3.09 -7.09 -1.80 0.000
H -2.84 -5.11 -1.69 0.000
H 2.45 -4.72 1.67 0.001
H 4.25 -0.28 -1.45 0.000
H -0.16 5.62 -0.02 0.000
H -0.45 4.11 5.11 0.000
H -0.85 -1.55 2.77 -0.002
H -6.20 -2.05 2.03 0.000
H 2.00 2.57 1.96 0.000
H -5.11 -3.44 2.04 0.000
H -0.56 -6.08 -1.67 0.000
H -2.73 -3.08 2.34 0.000
H -0.42 3.05 -3.43 0.001
H 1.38 -7.41 -1.53 0.000
H -1.04 7.26 -3.88 0.000
H -2.28 4.49 3.49 0.000
H 2.69 4.34 -0.68 0.000
H 1.87 0.16 -1.06 0.005
H -0.65 7.56 -1.44 0.000
H 1.88 -6.38 -2.87 0.000
H -1.97 3.90 1.12 0.001
```

Summary:
spin multiplicity: 3
HOMO (alpha / beta): -3.5612 / -3.5717 eV
energy above the lowest of the compared OMol25 structures with the same formula, charge and spin: 0.0 kcal/mol
⟨S²⟩: 2.027
orbital gap (alpha / beta): 0.2328 / 0.2331 Ha
net charge: -1
largest force on an atom: 0.78 eV/A

---

(3)
Here is a structure of composition C34H36N7O5SSn from the Open Molecules 2025 dataset. Energies are from the ωB97M-V functional and the def2-TZVPD basis.

```
84
Properties=species:S:1:pos:R:3:mulliken_charge:R:1
Sn -0.67 0.40 -0.53 1.598
S -0.93 3.30 2.36 -0.448
O 5.33 -0.32 2.59 -0.557
O -2.82 0.53 -0.86 -0.337
O 3.34 2.87 -0.43 -0.806
O -0.35 -2.39 -0.61 -0.613
O 1.88 1.18 -0.21 -0.415
N 0.95 2.00 3.72 -0.334
N -1.52 0.48 1.71 0.686
N -0.72 0.43 -3.30 0.400
N -0.17 2.82 -1.02 0.735
N -0.74 0.23 -5.84 -0.204
N 2.54 -0.86 1.65 0.615
N -0.54 0.62 2.69 -0.709
C -0.35 -5.22 1.60 -0.373
C -3.76 -0.11 -0.21 0.100
C 2.21 2.38 -0.45 -0.093
C 4.30 -0.72 3.37 0.228
C 2.05 -1.35 3.97 -0.006
C -0.75 -4.37 0.62 -0.926
C -0.17 1.87 2.92 0.046
C 1.10 -2.86 1.23 -0.162
C 0.80 -4.95 2.41 -0.831
C -3.71 -0.43 1.17 0.911
C 1.05 3.32 -0.80 0.254
C 2.41 -1.49 5.29 -0.818
C 3.73 -1.26 5.67 -0.626
C -0.02 -3.15 0.34 -0.051
C 2.98 -1.00 3.00 0.277
C -5.96 -1.17 -0.32 -0.515
C -1.07 -0.94 -3.68 -0.654
C -5.91 -1.48 1.04 -0.785
C 0.58 0.67 -5.37 -0.828
C -1.75 1.20 -5.40 -0.740
C 1.69 -1.61 0.99 -0.348
C 0.23 5.55 -1.08 -0.489
C -1.04 5.02 -1.29 -0.925
C 1.48 -3.79 2.23 -0.264
C 5.17 0.13 1.25 -0.653
C 4.65 -0.87 4.72 -0.444
C 0.60 0.77 -3.82 -0.620
C -1.04 -1.07 -5.22 -0.798
C -2.61 -0.08 2.06 -0.656
C -4.91 -0.50 -0.92 -0.567
C -4.79 -1.10 1.76 -0.759
C -1.72 1.35 -3.86 -0.466
C -1.19 3.65 -1.25 -0.683
C 1.28 4.69 -0.84 -0.606
H 4.53 1.02 1.19 0.272
H 1.32 -0.04 -5.73 0.284
H -2.68 1.11 -3.40 0.163
H 4.03 -1.35 6.70 0.363
H -6.82 -1.45 -0.90 0.387
H -0.91 -6.13 1.77 0.372
H 1.15 1.20 4.30 0.168
H -2.05 -1.17 -3.26 0.333
H -1.45 2.36 -3.56 0.305
H 1.32 0.09 -3.38 0.429
H 0.85 1.78 -3.48 0.246
H -2.16 3.18 -1.38 0.576
H 0.38 6.62 -1.09 0.391
H 1.66 -1.76 6.03 0.445
H 2.64 0.06 1.20 0.046
H -2.01 -1.41 -5.61 0.298
H 5.68 -0.66 4.99 0.425
H 1.40 -1.15 0.06 1.234
H -1.62 -4.57 0.01 0.440
H 6.17 0.41 0.92 0.298
H -1.54 2.15 -5.90 0.362
H 0.79 1.64 -5.83 0.331
H -0.35 -1.62 -3.19 0.417
H -0.28 -1.78 -5.55 0.329
H -4.94 -0.26 -1.98 0.352
H 1.11 -5.67 3.16 0.407
H 2.29 5.03 -0.65 0.552
H -4.73 -1.33 2.82 0.339
H 1.01 2.90 4.17 0.221
H 2.35 -3.58 2.85 0.489
H -2.72 0.85 -5.75 0.254
H -2.73 -0.33 3.12 0.200
H 1.02 -1.47 3.66 0.480
H 4.78 -0.65 0.60 0.225
H -6.73 -1.99 1.53 0.380
H -1.90 5.65 -1.46 0.441
```

Summary:
spin multiplicity: 1
HOMO: -4.2313 eV
energy above the lowest of the compared OMol25 structures with the same formula, charge and spin: 7.2 kcal/mol
orbital gap: 0.2337 Ha
net charge: -1
largest force on an atom: 0.46 eV/A

---

(4)
Here is a structure of composition C34H37BeI2N4O3Sb from the Open Molecules 2025 dataset. Energies are from the ωB97M-V functional and the def2-TZVPD basis.

```
82
Properties=species:S:1:pos:R:3:mulliken_charge:R:1
I 5.94 1.50 3.73 0.037
I 3.67 0.23 -1.72 -0.017
Sb 0.06 3.51 -0.21 0.010
O 1.09 0.26 0.04 0.373
O 0.14 -2.26 -1.89 -0.555
O -0.44 -3.02 2.55 -0.829
N -1.61 0.09 0.05 0.579
N -0.23 -4.46 0.77 0.185
N -0.10 -2.26 0.38 0.487
N -0.35 -0.24 2.29 0.157
C -3.96 1.42 -0.38 -0.371
C -1.72 4.73 2.02 -0.882
C -1.51 4.84 0.50 -0.937
C -2.84 -6.52 -3.01 -0.365
C -3.55 1.13 0.91 -0.908
C 1.94 0.76 2.21 0.961
C 4.30 1.08 2.48 -0.502
C 0.54 3.17 -3.24 -0.954
C -0.27 4.04 -2.28 -0.899
C -2.00 0.35 -1.20 -0.321
C 4.10 -5.91 -1.27 -0.418
C 2.43 -4.23 -1.69 -0.013
C 0.10 -4.39 -0.65 3.131
C 0.54 0.84 2.77 -0.496
C 3.18 -6.63 -0.52 -0.940
C 1.66 4.94 0.09 -0.908
C -0.94 -5.13 -1.51 -0.805
C 3.72 -4.72 -1.86 -0.962
C -2.28 -5.35 -3.50 -0.996
C -0.27 -3.23 1.35 0.040
C 1.51 -4.93 -0.92 -0.240
C 4.51 0.86 1.13 -0.261
C -1.33 -4.66 -2.76 -0.121
C -1.78 0.07 2.43 -1.262
C 2.42 4.71 1.40 -0.770
C -2.45 -7.00 -1.77 -0.896
C 3.03 1.03 3.02 -0.748
C -1.50 -6.30 -1.03 -0.076
C 0.06 -2.85 -0.83 -0.676
C 2.11 0.51 0.83 0.362
C -3.18 1.02 -1.45 -0.904
C -2.35 0.46 1.09 0.889
C 3.42 0.57 0.33 -0.558
C 1.90 -6.14 -0.35 -0.155
Be -0.09 -0.59 0.55 -1.248
H 0.58 0.85 3.86 0.406
H 3.46 -7.57 -0.06 0.387
H -1.95 0.86 3.17 0.418
H -0.89 -3.75 -3.15 0.630
H 0.31 2.11 -3.12 0.150
H -1.34 0.00 -1.98 0.677
H -4.89 1.95 -0.54 0.426
H -1.34 3.93 -2.46 0.438
H 2.33 4.85 -0.76 0.468
H 0.09 1.78 2.44 -0.121
H -1.22 -6.69 -0.06 0.199
H 5.51 0.89 0.71 0.436
H -1.25 5.86 0.22 0.528
H 1.21 5.94 0.06 0.463
H 2.84 3.71 1.44 0.096
H 4.43 -4.15 -2.45 0.425
H -0.17 -1.13 2.76 0.503
H -2.43 4.57 -0.03 0.440
H 2.15 -3.30 -2.16 0.518
H -2.50 5.41 2.37 0.380
H -2.02 3.71 2.30 0.108
H -0.18 -5.29 1.33 0.287
H -0.81 4.97 2.56 0.237
H -2.58 -4.97 -4.47 0.398
H -2.30 -0.83 2.78 0.399
H -0.03 5.10 -2.40 0.483
H -3.59 -7.05 -3.59 0.393
H 3.24 5.43 1.51 0.394
H -3.48 1.22 -2.47 0.474
H 1.19 -6.72 0.23 0.166
H 1.62 3.28 -3.06 0.264
H 2.88 1.23 4.07 0.449
H -2.87 -7.91 -1.38 0.383
H 0.36 3.45 -4.28 0.358
H -4.15 1.42 1.77 0.532
H 5.12 -6.28 -1.39 0.390
H 1.76 4.83 2.27 0.206
```

Summary:
spin multiplicity: 1
HOMO: -7.6907 eV
energy above the lowest of the compared OMol25 structures with the same formula, charge and spin: 11.5 kcal/mol
orbital gap: 0.2814 Ha
net charge: 0
largest force on an atom: 0.50 eV/A

---

(5)
Here is a structure of composition C34H37BrPdSb2Si in a non-equilibrium geometry from the Open Molecules 2025 dataset. Energies are from the ωB97M-V functional and the def2-TZVPD basis.

```
76
Properties=species:S:1:pos:R:3:mulliken_charge:R:1
Sb -0.38 -1.95 -1.36 0.523
Sb 1.28 -1.21 2.14 0.350
Pd 0.41 0.44 0.41 -0.509
Br 1.49 2.63 1.92 -0.141
Si 1.32 1.17 -1.63 0.084
C -2.64 0.79 0.81 0.027
C -0.10 -4.03 2.10 1.047
C -0.02 1.24 -3.05 0.159
C -1.50 -3.02 0.24 -1.441
C -0.85 -5.42 0.28 -0.381
C -0.98 0.40 -5.13 -0.483
C 3.33 5.36 -2.58 -0.338
C -1.43 2.50 1.98 0.846
C 1.52 4.04 -1.69 0.081
C -0.80 -4.16 0.89 0.684
C 2.08 5.28 -1.97 -0.697
C -3.86 1.40 1.15 -0.947
C 0.59 -5.14 2.60 -0.695
C -0.10 -2.76 2.89 -1.841
C 1.54 -2.92 -1.20 -1.294
C -3.89 2.53 1.92 -0.823
C 4.01 4.18 -2.90 -0.385
C -0.19 -6.52 0.81 -0.710
C -0.97 -3.48 -2.86 -1.583
C 0.55 -6.38 1.97 -0.646
C 1.07 -0.12 4.01 -1.346
C -0.27 3.20 2.42 0.933
C -2.68 3.10 2.36 1.124
C -1.10 2.13 -2.97 -0.114
C -2.70 4.28 3.15 -0.836
C -0.31 4.33 3.19 -0.823
C -2.02 1.32 -5.05 -0.350
C 3.43 2.95 -2.64 -0.402
C -1.40 1.28 1.21 -0.757
C 2.97 -2.33 2.99 -1.451
C -1.55 4.88 3.57 -0.425
C -2.08 2.18 -3.96 -0.685
C 2.16 2.85 -2.04 0.205
C 0.00 0.37 -4.15 0.027
H -0.25 -7.48 0.31 0.372
H -0.94 -0.29 -5.97 0.340
H 0.62 4.79 3.51 0.387
H -4.82 3.00 2.20 0.260
H 2.05 -2.73 -2.14 0.434
H -1.09 -2.30 2.92 0.671
H -2.05 -3.46 -2.98 0.379
H 4.99 4.25 -3.36 0.337
H 1.55 6.19 -1.72 0.353
H -1.57 5.78 4.16 0.352
H -2.89 2.90 -3.88 0.350
H 1.95 0.50 4.16 0.350
H 1.10 -7.22 2.39 0.367
H -1.18 2.79 -2.11 0.080
H 2.77 -2.56 4.04 0.359
H 0.20 0.52 3.94 0.243
H 3.10 -3.27 2.44 0.355
H 0.96 -0.81 4.85 0.495
H 0.56 3.99 -1.19 0.072
H 3.78 6.32 -2.80 0.328
H 1.43 -3.99 -1.02 0.390
H -2.40 -3.34 -0.28 0.695
H 1.15 -5.02 3.52 0.307
H -1.42 -5.53 -0.64 0.320
H 0.24 -2.95 3.90 0.649
H 3.89 -1.75 2.92 0.377
H -2.79 1.35 -5.82 0.341
H -3.67 4.70 3.42 0.278
H -4.79 0.96 0.80 0.360
H 2.32 0.06 -2.62 -0.378
H 3.94 2.03 -2.89 0.243
H -1.75 -2.23 0.95 0.055
H 2.13 -2.46 -0.41 0.239
H -0.65 -4.49 -2.60 0.441
H -2.67 -0.11 0.21 0.184
H 0.83 -0.33 -4.22 0.268
H -0.52 -3.19 -3.81 0.358
```

Summary:
spin multiplicity: 1
HOMO: -0.1989 eV
energy above the lowest of the compared OMol25 structures with the same formula, charge and spin: 15.5 kcal/mol
orbital gap: 0.1778 Ha
net charge: -2
largest force on an atom: 2.25 eV/A

---

(6)
Here is a structure of composition C34H37FN6O5OsS2 from the Open Molecules 2025 dataset. Energies are from the ωB97M-V functional and the def2-TZVPD basis.

```
86
Properties=species:S:1:pos:R:3:lowdin_spin:R:1
Os -0.79 1.68 -1.90 0.776
S -2.85 2.65 -2.22 0.056
S 0.10 3.31 -0.49 0.053
F -1.33 -0.33 4.62 0.000
O -1.24 0.57 -0.21 0.009
O 1.08 0.73 -1.76 0.006
O -1.29 0.07 -3.10 0.033
O -0.28 2.60 -3.63 0.052
O -2.02 -1.97 -3.57 0.004
N -1.78 -3.46 0.12 -0.001
N -1.28 3.21 -4.29 0.001
N -1.52 -4.90 6.67 0.000
N 2.13 4.78 -1.37 0.001
N -1.65 -3.11 4.96 0.000
N 2.50 2.56 -1.63 0.005
C 1.67 3.53 -1.24 0.006
C -1.66 -1.12 -2.78 0.004
C -1.47 -1.31 1.14 0.000
C -0.81 -3.67 7.16 0.000
C 1.34 5.97 -1.07 0.004
C -1.60 -1.52 -1.31 0.000
C -3.48 4.01 -4.53 0.003
C -1.58 -2.48 3.67 0.000
C -2.03 -4.88 0.21 0.000
C 1.53 6.44 0.37 0.000
C 4.65 0.76 -1.41 0.000
C 5.50 -1.44 -1.88 0.000
C -1.34 -0.52 2.28 0.000
C 3.17 -0.98 -2.17 0.000
C -2.52 3.32 -3.77 -0.003
C -0.91 -5.78 0.66 0.000
C 4.23 -1.86 -2.23 0.000
C 3.47 5.02 -1.91 0.000
C -1.41 -1.10 3.51 0.000
C -0.71 -2.68 5.98 0.000
C 2.21 1.27 -1.69 0.001
C -1.66 -2.69 1.27 0.000
C -2.95 -4.59 6.34 0.000
C 3.48 5.04 -3.43 0.000
C 3.37 0.34 -1.76 0.000
C -0.95 3.69 -5.52 -0.005
C -2.98 -3.29 5.52 0.000
C 5.71 -0.13 -1.46 0.000
C -1.37 -5.79 -0.77 0.000
C -1.79 -2.85 -1.09 -0.001
C -3.17 4.51 -5.77 -0.006
C -1.41 -0.67 -0.18 -0.001
C -1.70 -3.27 2.54 0.000
C -1.87 4.34 -6.27 0.003
H 2.17 -1.29 -2.45 0.000
H -3.49 -4.51 7.28 0.000
H 4.80 1.78 -1.10 0.000
H -1.94 -6.63 -1.13 0.000
H -3.92 5.02 -6.35 0.000
H 0.97 7.35 0.54 0.000
H -3.03 -5.13 0.53 0.000
H 2.58 6.63 0.58 0.000
H 0.04 -5.31 0.86 0.000
H 4.13 4.25 -1.54 0.000
H 0.07 3.50 -5.80 0.000
H -1.45 -5.66 7.35 0.000
H 0.29 5.75 -1.26 0.002
H 2.80 5.80 -3.82 0.000
H 3.80 5.98 -1.51 0.000
H -0.71 -5.34 -1.50 0.000
H -1.59 4.72 -7.25 0.000
H 4.07 -2.88 -2.57 0.000
H -1.97 -3.48 -1.95 0.000
H -1.06 -5.19 5.80 0.000
H -3.34 -5.45 5.79 0.000
H 3.17 4.07 -3.82 0.000
H -1.20 0.55 2.18 0.000
H -1.15 -6.63 1.28 0.000
H -4.47 4.10 -4.11 0.000
H -3.71 -3.38 4.72 0.000
H 0.17 -3.96 7.54 0.000
H -1.81 -4.33 2.66 0.000
H 1.65 6.74 -1.77 0.000
H -3.28 -2.45 6.15 0.000
H 6.34 -2.13 -1.93 0.000
H 6.71 0.19 -1.19 0.000
H 4.48 5.26 -3.80 0.000
H 1.17 5.68 1.07 0.000
H 0.30 -2.68 5.56 0.000
H -0.91 -1.68 6.37 0.000
H -1.40 -3.28 7.98 0.000
```

Summary:
spin multiplicity: 2
HOMO (alpha / beta): -8.4198 / -8.4721 eV
energy above the lowest of the compared OMol25 structures with the same formula, charge and spin: 2.3 kcal/mol
⟨S²⟩: 0.755
orbital gap (alpha / beta): 0.1901 / 0.1921 Ha
net charge: +1
largest force on an atom: 0.22 eV/A